(1)
Molecular formula: C15H14BClO3
Method: DFT, ωB97M-V with the def2-TZVPD basis set

Structure (XYZ):
```
34
Properties=species:S:1:pos:R:3:forces:R:3:lowdin_charge:R:1
Cl 2.30178 3.13632 5.78413 -0.015 -0.107 -1.442 0.604
C 2.20371 2.92951 3.99370 0.042 -0.324 1.009 -0.611
C 1.84922 3.97830 3.19090 -0.359 1.171 -0.445 -0.116
C 1.75570 3.78931 1.79819 0.189 1.915 1.284 -0.052
C 1.86004 2.52326 1.32055 0.019 0.065 -1.927 -0.068
C 2.18311 1.45824 2.09865 0.860 -1.794 0.651 -0.212
O 2.31671 0.14228 1.54156 0.493 2.250 0.275 -0.055
C 2.21658 0.11924 0.10473 0.274 -1.269 -0.682 -0.115
C 0.71311 0.22613 -0.29759 1.131 0.417 0.840 -0.299
C -0.25332 -0.20634 0.79843 -0.250 2.319 1.175 -0.095
O -1.40496 -0.68004 0.15439 -0.304 -0.453 -0.726 0.133
B -0.95977 -1.09239 -1.05427 1.471 0.135 -1.725 -0.470
C -1.82206 -1.95817 -2.02629 1.760 0.919 0.838 -0.105
C -3.10229 -2.15071 -1.63231 -1.137 0.359 1.303 -0.051
C -3.96198 -2.83923 -2.43098 0.341 -0.618 0.108 -0.092
C -3.57317 -3.45944 -3.58198 2.227 1.175 -0.367 -0.067
C -2.22188 -3.32358 -3.98180 -0.751 0.425 0.570 -0.043
C -1.36087 -2.54167 -3.18632 -0.621 -0.846 -1.154 -0.027
O 0.37684 -0.60865 -1.34179 -2.029 -1.822 -1.053 0.109
C 2.45529 1.68764 3.45554 -0.605 -1.296 -0.477 -0.026
H 1.59982 4.92573 3.66124 0.289 -0.002 -0.252 0.105
H 1.70010 4.68676 1.12934 -0.402 -1.118 0.673 0.132
H 1.74104 2.35398 0.27105 0.048 0.264 -0.304 0.092
H 2.64797 -0.83881 -0.27182 -0.851 0.063 0.872 0.143
H 2.93460 0.77107 -0.46296 -0.954 0.401 0.959 0.144
H 0.51777 1.24676 -0.59420 -0.327 0.396 -0.176 0.136
H 0.13196 -0.99428 1.39231 0.581 -0.604 0.808 0.132
H -0.58918 0.65880 1.40254 0.542 -0.546 0.105 0.153
H -3.44259 -1.75539 -0.66517 0.090 -0.118 -0.526 0.130
H -4.90640 -3.03039 -2.07577 -2.352 -0.106 0.622 0.082
H -4.31776 -3.86499 -4.20274 -0.565 -0.964 -0.725 0.090
H -1.94005 -3.78736 -4.91494 0.426 0.071 -0.009 0.096
H -0.34486 -2.35543 -3.46020 0.496 -0.118 -0.344 0.107
H 2.69585 0.85352 4.08384 0.245 -0.241 0.239 0.114
```
Forces are in eV/Å.

Computed properties:
E (eV): -35124.5341
Energy above the lowest of the compared OMol25 structures with the same formula, charge and spin (kcal/mol): 20.1

***

(2)
Molecular formula: C21H35Cl2GaN2O4
Method: DFT, ωB97M-V with the def2-TZVPD basis set

Structure (XYZ):
```
65
Properties=species:S:1:pos:R:3:forces:R:3:lowdin_charge:R:1
O -1.37995 1.16667 -3.97305 0.220 0.004 -0.921 0.019
C -0.86019 1.18943 -5.07069 -0.193 0.346 0.989 -0.222
C -1.03153 0.16690 -6.11243 -0.069 -0.409 -0.364 -0.197
C -1.83949 -0.95072 -5.89407 0.081 0.162 0.023 -0.016
H -2.33976 -1.05057 -4.94076 0.007 0.000 0.045 0.116
C -1.98594 -1.90036 -6.88689 0.016 -0.014 -0.076 -0.074
H -2.61145 -2.76690 -6.71963 -0.003 -0.016 0.005 0.103
C -1.32880 -1.74370 -8.10407 0.013 0.054 0.039 -0.080
H -1.44593 -2.48948 -8.87938 0.001 -0.010 -0.007 0.102
C -0.52415 -0.63493 -8.32806 -0.047 -0.086 -0.032 -0.082
H -0.01523 -0.51625 -9.27500 0.010 0.000 -0.013 0.102
C -0.37614 0.31792 -7.33353 -0.085 0.023 0.204 -0.040
H 0.24991 1.18676 -7.49860 0.017 0.021 0.014 0.110
H -0.19356 2.02953 -5.36082 -0.047 -0.054 0.068 0.124
C 2.90108 -1.07691 -0.51769 0.466 -0.074 -0.008 -0.158
C 2.43646 -0.63788 0.83062 -0.336 0.355 0.460 -0.308
H 3.93725 -1.42338 -0.52539 0.034 -0.044 -0.065 0.055
H 2.81209 -0.25422 -1.22608 0.013 0.047 -0.048 0.043
H 2.27068 -1.87487 -0.90368 -0.107 -0.100 -0.022 0.047
C 3.22523 -0.47396 1.89783 0.129 0.013 -0.552 -0.225
C 4.70810 -0.67648 1.99579 0.174 0.005 0.098 -0.106
H 2.77353 -0.11798 2.82080 0.016 0.061 0.103 0.075
H 5.13982 -1.09566 1.09102 0.002 -0.033 -0.060 0.053
H 4.96355 -1.34169 2.82567 0.022 -0.043 0.025 0.063
H 5.22044 0.26950 2.19316 0.025 0.036 0.007 0.066
Ga 0.45769 -0.22734 1.03153 1.554 -0.368 -2.534 -0.137
Cl -0.25974 -2.38835 0.51227 -0.736 -0.070 -0.404 0.238
Cl 0.20826 0.65642 -1.08445 -0.563 0.243 0.149 0.240
H -4.12639 -0.41574 -1.15371 -0.047 0.010 0.012 0.093
H -5.02491 -2.20101 0.43154 -0.030 0.044 -0.019 0.090
C -3.14494 -0.55079 -0.70034 0.011 0.050 -0.074 -0.046
C -4.00968 -2.29234 0.81605 -0.022 -0.031 0.053 -0.052
N -3.29778 -1.04383 0.65552 0.344 0.261 0.448 -0.180
H -2.60130 0.38438 -0.68201 0.050 0.111 -0.047 0.057
C -2.54853 -0.55523 1.64664 -0.440 -0.408 -0.437 -0.345
O -1.77993 0.41013 1.56258 0.516 -0.022 0.008 -0.066
H -4.05698 -2.56000 1.86805 -0.001 -0.014 0.074 0.086
H -2.68660 -1.09047 2.59662 -0.007 -0.018 0.012 0.142
H -2.56214 -1.25963 -1.28596 0.068 -0.072 -0.026 0.086
H -3.49535 -3.08916 0.27848 0.075 -0.014 -0.040 0.088
H 1.11540 4.62452 3.64141 -0.046 0.024 0.026 0.095
H -0.74806 5.56080 2.03449 -0.002 -0.011 0.050 0.093
C 1.54278 4.16995 2.74723 0.003 -0.001 0.026 -0.018
C -0.22164 5.03197 1.23901 -0.015 0.075 -0.043 -0.035
N 0.50577 3.90062 1.77187 -0.034 -0.393 -0.107 -0.162
H 2.02490 3.23690 3.01128 0.077 -0.079 0.017 0.088
C 0.24387 2.65869 1.35722 0.102 0.221 0.163 -0.268
O 0.83957 1.65766 1.78780 -0.458 0.322 0.232 -0.045
H -0.94724 4.69115 0.50744 -0.047 -0.047 -0.056 0.094
H -0.52948 2.57095 0.59610 -0.072 -0.047 -0.057 0.102
H 2.28197 4.85296 2.32916 0.024 0.017 -0.038 0.097
H 0.46013 5.73036 0.75304 0.045 0.005 -0.016 0.094
C 0.47366 -2.27386 4.75577 -0.598 -0.539 0.357 -0.172
C 0.74496 -0.86337 5.17088 0.531 0.394 0.776 -0.173
C 0.19279 -0.13177 3.96020 -0.584 1.159 1.805 -0.183
O 0.57050 -0.91822 2.83649 -0.673 0.034 1.893 -0.260
C 0.94724 -2.21530 3.31348 0.779 -2.298 0.732 -0.209
H 0.96809 -3.05598 5.37091 -0.235 0.459 -0.579 0.133
H -0.62894 -2.43917 4.77391 0.627 -0.118 0.070 0.127
H 1.84899 -0.71305 5.21893 -0.670 0.049 0.097 0.131
H 0.29396 -0.55767 6.13886 0.203 -0.049 -0.690 0.130
H -0.91680 -0.10252 4.02152 0.591 0.231 -0.152 0.131
H 0.61380 0.89132 3.97151 -0.364 -0.583 -0.779 0.130
H 2.05233 -2.30884 3.30121 -0.616 0.177 -0.363 0.133
H 0.49377 -3.07590 2.79240 0.302 1.053 -0.455 0.081
```
Forces are in eV/Å.

Computed properties:
E (eV): -110937.5334

***

(3)
Molecular formula: C5H8O2
Method: DFT, ωB97M-V with the def2-TZVPD basis set

Structure (XYZ):
```
15
Properties=species:S:1:pos:R:3:forces:R:3:lowdin_charge:R:1
O -1.16693 0.69881 1.76508 -0.201 0.230 0.025 -0.026
C 0.02698 0.77410 1.01580 0.289 0.038 -0.059 -0.333
C 0.72915 -0.60256 0.89356 0.069 -0.097 0.078 -0.024
C 0.53843 -0.53403 -0.61756 -0.113 0.061 0.140 -0.461
O 1.52375 -0.96015 -1.49260 -0.129 -0.110 -0.228 0.042
C -0.90002 -0.36456 -0.96673 -0.127 -0.173 -0.120 -0.026
C -0.10759 0.83354 -0.50065 0.004 0.283 -0.041 -0.123
H -1.68706 1.48954 1.57266 0.051 -0.141 0.101 0.099
H 0.68878 1.55491 1.41129 -0.080 -0.126 -0.035 0.145
H 1.78562 -0.54744 1.16803 -0.138 0.001 -0.049 0.121
H 0.25004 -1.42621 1.43230 0.035 0.071 -0.112 0.121
H 1.11474 -1.50480 -2.17491 0.115 0.048 0.128 0.101
H -1.14358 -0.31307 -2.02617 0.145 -0.147 0.127 0.113
H -1.67817 -0.79695 -0.33836 0.139 0.132 -0.096 0.112
H 0.02586 1.69887 -1.14174 -0.060 -0.068 0.139 0.138
```
Forces are in eV/Å.

Computed properties:
E (eV): -9407.7187
Energy above the lowest of the compared OMol25 structures with the same formula, charge and spin (kcal/mol): 48.7

***

(4)
Molecular formula: C36H38F4InN7O2S
Method: DFT, ωB97M-V with the def2-TZVPD basis set

Structure (XYZ):
```
89
Properties=species:S:1:pos:R:3:forces:R:3:lowdin_charge:R:1
In -0.06337 -0.02487 -0.30680 -0.023 0.139 0.054 0.754
C -4.61952 0.86011 0.55204 0.012 -0.017 0.037 0.001
O -4.20771 -0.39092 1.20363 0.036 0.062 0.011 0.072
C -2.91618 -0.49569 0.96639 -0.063 -0.045 -0.002 -0.329
N -2.35601 0.32613 0.16891 0.137 -0.062 0.045 0.121
C -3.40797 1.25106 -0.32154 0.025 -0.005 -0.062 -0.205
C -3.02098 2.70069 -0.19905 -0.019 0.020 0.052 -0.198
C -2.66557 3.22275 1.04228 -0.039 -0.005 0.000 -0.066
C -2.35188 4.56435 1.16861 0.007 0.034 0.009 -0.081
C -2.38124 5.39366 0.05304 -0.002 -0.007 0.000 -0.056
C -2.73399 4.87742 -1.18319 0.026 0.004 -0.004 -0.050
C -3.05870 3.53271 -1.30710 0.087 -0.025 -0.035 -0.023
C -2.15046 -1.58195 1.61619 0.010 0.035 -0.029 -0.162
C -2.68449 -2.57153 2.42472 0.016 -0.002 0.003 0.069
C -1.81678 -3.53264 2.93156 0.015 0.008 -0.011 0.029
C -0.45964 -3.47343 2.63024 -0.023 -0.011 -0.006 0.068
C -0.02529 -2.43922 1.81826 0.006 -0.006 -0.012 -0.162
N -0.85600 -1.52534 1.32924 0.018 -0.017 0.061 0.101
C 1.37861 -2.18592 1.42961 -0.017 0.021 -0.004 -0.368
N 1.69903 -1.21198 0.66652 0.026 -0.166 -0.020 0.114
C 3.19037 -1.11320 0.72482 -0.015 0.175 0.051 -0.194
C 3.56936 -2.48667 1.30323 -0.025 -0.014 0.023 -0.005
O 2.32456 -2.95138 1.93103 -0.010 0.009 -0.003 0.059
C 3.55980 0.06341 1.60623 0.001 -0.128 0.197 -0.203
C 3.15365 0.07292 2.94275 0.036 -0.052 -0.052 -0.060
C 3.45270 1.14630 3.76243 0.052 0.095 -0.026 -0.078
C 4.15958 2.23132 3.25137 -0.030 -0.026 0.067 -0.066
C 4.58162 2.21911 1.93330 0.021 -0.063 -0.083 -0.047
C 4.28957 1.13319 1.11447 0.044 0.022 0.003 -0.034
H -4.80137 1.58190 1.34570 -0.038 -0.001 -0.023 0.136
H -5.53353 0.67046 -0.00080 0.011 -0.046 -0.005 0.144
H -3.58291 1.00943 -1.37234 -0.031 0.059 -0.003 0.147
H -2.64776 2.57942 1.91781 0.007 0.006 0.001 0.114
H -2.10216 4.97493 2.13909 -0.008 -0.010 -0.005 0.104
H -2.14044 6.44359 0.15176 -0.005 0.005 0.001 0.114
H -2.75843 5.51942 -2.05299 -0.006 -0.001 -0.010 0.119
H -3.32834 3.13089 -2.27674 -0.012 0.009 0.011 0.121
H -3.74296 -2.58493 2.64373 -0.002 -0.006 -0.002 0.141
H -2.19659 -4.32551 3.56178 0.001 0.000 0.000 0.135
H 0.24299 -4.20246 3.00904 -0.004 -0.001 0.007 0.141
H 3.59583 -0.97882 -0.27295 -0.006 -0.007 -0.037 0.145
H 4.33325 -2.44629 2.07277 -0.002 -0.002 0.006 0.146
H 3.82732 -3.21944 0.54078 0.019 0.011 0.005 0.139
H 2.62563 -0.77745 3.36765 0.003 0.010 -0.026 0.118
H 3.16085 1.13161 4.80531 -0.001 -0.002 -0.001 0.111
H 4.40353 3.06919 3.89114 0.000 0.001 0.004 0.113
H 5.15038 3.04893 1.53567 0.002 0.001 -0.006 0.118
H 4.62685 1.13139 0.08775 0.019 0.009 -0.001 0.108
C -2.14358 -3.71504 -2.54244 0.004 0.003 -0.002 -0.048
C -1.60014 -2.79797 -1.45322 0.008 -0.009 -0.032 -0.235
N -0.64017 -1.75635 -1.89459 -0.013 -0.057 -0.011 -0.206
C 0.59480 -2.33227 -2.50769 -0.005 0.011 0.009 -0.212
C 1.17065 -3.55280 -1.81114 0.005 0.000 0.000 -0.049
C -1.29683 -0.87943 -2.89905 0.016 0.010 0.012 -0.177
C -0.42370 0.29462 -3.30298 -0.008 -0.002 -0.004 -0.204
N 0.11279 0.93877 -2.11848 -0.068 -0.009 -0.075 -0.118
C 0.94751 2.03243 -2.33599 0.016 -0.009 0.029 -0.225
C 2.27963 2.00016 -1.93657 -0.002 -0.017 -0.001 -0.193
F 2.75163 0.85196 -1.39152 -0.034 0.021 -0.060 0.042
C 3.12180 3.08495 -2.06751 0.022 0.016 0.004 -0.204
F 4.38370 2.98056 -1.63127 -0.013 0.009 -0.022 0.102
C 2.67650 4.25258 -2.65046 -0.005 -0.001 0.004 0.100
C 1.36629 4.29622 -3.09006 -0.005 -0.007 0.008 -0.198
F 0.89212 5.40431 -3.65716 0.003 -0.001 0.002 0.120
C 0.51645 3.21542 -2.93560 0.017 0.008 -0.015 -0.139
F -0.74870 3.31108 -3.36305 -0.015 0.000 0.018 0.105
H -2.72909 -4.50839 -2.07810 0.001 0.001 0.001 0.093
H -1.35094 -4.18956 -3.11989 0.003 -0.003 -0.001 0.081
H -2.80083 -3.19058 -3.23368 -0.001 -0.002 0.000 0.082
H -1.11408 -3.39282 -0.67878 -0.003 0.000 0.004 0.105
H -2.43603 -2.27414 -0.98418 0.000 -0.004 -0.003 0.106
H 1.33852 -1.53286 -2.53180 -0.004 0.003 -0.004 0.110
H 0.37858 -2.58876 -3.54963 0.004 -0.007 -0.001 0.133
H 1.34881 -3.38536 -0.75013 -0.008 0.003 -0.010 0.054
H 2.12990 -3.78916 -2.27149 -0.002 -0.006 -0.004 0.098
H 0.53882 -4.43326 -1.91454 -0.005 -0.002 0.001 0.081
H -2.22669 -0.51850 -2.45199 -0.008 0.001 0.004 0.113
H -1.55318 -1.45595 -3.79022 -0.003 0.006 -0.003 0.132
H -1.04576 0.97550 -3.89136 -0.001 0.000 -0.006 0.128
H 0.37935 -0.04835 -3.96762 -0.002 0.005 -0.002 0.130
H 3.33147 5.10364 -2.77080 -0.001 0.001 -0.002 0.149
N 0.31737 3.39531 3.12247 0.026 -0.027 0.016 0.144
C 0.31992 2.20429 2.53316 -0.025 0.036 0.038 -0.838
N -0.05798 1.13951 3.25327 -0.091 -0.009 -0.030 0.146
S 0.78202 2.12179 0.90248 -0.080 0.045 -0.067 0.833
H 0.17988 3.50995 4.11398 0.011 -0.006 -0.002 0.132
H 0.56644 4.20600 2.57917 -0.022 -0.001 -0.002 0.114
H -0.22227 1.21775 4.24491 0.020 -0.006 0.005 0.130
H 0.17693 0.23125 2.89395 0.016 0.000 0.026 0.068
```
Forces are in eV/Å.

Computed properties:
Net charge: +2
E (eV): -79342.7842
Energy above the lowest of the compared OMol25 structures with the same formula, charge and spin (kcal/mol): 0.0

***

Max |F|, record by record: 0.057; 0.058; 0.006; 0.005 hartree/bohr
HOMO level, record by record: -9.2; -7.5; -9.3; -13.0 eV